Record 1
Below is C53H43N6O8S6Ta as an isolated structure at a distorted geometry, with properties calculated with the ωB97M-V functional and the def2-TZVPD basis.

The energy relative to the best compared isomer or geometry (same formula, charge and spin) comes out at 108.5 kJ/mol. The LUMO energy comes out at -5.8 eV. For the energy, the calculation gives -5421.625755 a.u. Its net charge is +2.

CARTESIAN COORDINATES (ANGSTROEM)
Ta1 0.63003 0.22858 -1.01836
C1 -5.83690 5.41130 2.40050
C2 -4.71035 4.47780 2.05480
C3 -4.70881 3.16378 2.52357
C4 -3.67729 2.29546 2.21341
C5 -2.64029 2.75340 1.41216
C6 -2.61915 4.04731 0.91618
C7 -3.65560 4.90542 1.24931
S1 -1.32278 1.64573 1.04706
O1 -1.92057 0.28813 0.76503
C8 -0.36447 1.70795 2.54925
C9 0.27553 2.97318 2.65804
C10 1.19564 3.19758 3.62650
C11 1.59682 2.14399 4.48747
C12 2.60867 2.34557 5.45821
C13 3.02790 1.31816 6.24850
C14 2.45929 0.03480 6.09002
C15 1.46610 -0.17913 5.17908
C16 0.98850 0.87896 4.35807
C17 -0.07267 0.68155 3.40068
C18 -0.82533 -0.60424 3.57646
C19 -1.61168 -0.69025 4.77468
C20 -1.91189 0.46696 5.54509
C21 -2.65011 0.36825 6.68665
C22 -3.12474 -0.88644 7.13430
C23 -2.86919 -2.00929 6.40806
C24 -2.11866 -1.93492 5.20768
C25 -1.86910 -3.09335 4.43399
C26 -1.20312 -3.00665 3.25359
C27 -0.68557 -1.75199 2.83712
S2 -0.28913 -1.82389 1.11857
O2 0.67218 -0.55572 0.77243
C28 0.90911 -3.10992 0.95079
C29 0.47111 -4.29476 0.38016
C30 1.38870 -5.31609 0.17759
C31 2.73006 -5.14880 0.50906
C32 3.73058 -6.24661 0.28316
C33 3.14175 -3.92826 1.05468
C34 2.24417 -2.90411 1.28338
H1 -6.50039 4.97364 3.14341
H2 -6.43160 5.64547 1.51613
H3 -5.45582 6.35392 2.79405
H4 -5.52650 2.81920 3.14427
H5 -3.68289 1.27418 2.57518
H6 -1.80559 4.37330 0.27976
H7 -3.65020 5.92341 0.87868
H8 0.02795 3.76002 1.95643
H9 1.65911 4.17080 3.72716
H10 3.04590 3.33147 5.55412
H11 3.79915 1.47875 6.98948
H12 2.81670 -0.78707 6.69600
H13 1.05301 -1.17332 5.07512
H14 -1.56507 1.43673 5.21576
H15 -2.87538 1.25897 7.25780
H16 -3.69853 -0.94870 8.04896
H17 -3.24241 -2.97296 6.73055
H18 -2.23290 -4.05211 4.78064
H19 -1.06453 -3.89187 2.64787
H20 -0.56208 -4.41883 0.07801
H21 1.05724 -6.24960 -0.25887
H22 3.26507 -7.12947 -0.15026
H23 4.20079 -6.53695 1.22338
H24 4.52743 -5.91409 -0.38405
H25 4.18541 -3.78147 1.30432
H26 2.57941 -1.96436 1.70318
O3 4.27369 -0.29333 -5.26957
C35 4.12043 -1.52809 -4.73753
C36 4.76598 -2.63829 -5.27403
C37 4.59501 -3.89062 -4.71732
C38 3.77338 -4.06331 -3.60641
C39 3.13712 -2.96407 -3.06947
C40 3.29553 -1.68457 -3.62206
C41 2.58745 -0.56689 -3.00006
O4 1.88470 -0.89365 -1.88284
N1 2.52862 0.63032 -3.41866
N2 1.73712 1.44743 -2.57526
C42 2.02553 2.70692 -2.85017
S3 1.52496 4.08377 -1.93826
C43 2.02801 5.28744 -3.18301
C44 3.30783 4.78376 -3.80576
S4 3.10174 3.03152 -4.17831
H27 4.89626 -0.34144 -6.00580
H28 5.41133 -2.50665 -6.13511
H29 5.10716 -4.73804 -5.15358
H30 3.63586 -5.04274 -3.17046
H31 2.49979 -3.08124 -2.20390
H32 2.16604 6.23764 -2.66853
H33 1.22843 5.38678 -3.91738
H34 4.15221 4.89789 -3.12614
H35 3.53091 5.29124 -4.74355
O5 2.76136 0.77005 0.02025
N3 2.42386 1.89814 0.35707
O6 1.23093 2.12903 -0.06333
N4 -2.05264 -2.64539 -7.80856
C45 -1.96253 -2.26726 -6.51652
C46 -0.72846 -1.82577 -5.98893
C47 -0.62986 -1.44765 -4.67891
C48 -1.76332 -1.50208 -3.85302
C49 -2.99217 -1.94469 -4.35675
C50 -3.08727 -2.32160 -5.67292
S5 -1.66732 -1.03900 -2.22038
O7 -0.42819 -1.63360 -1.59784
O8 -2.91382 -1.23901 -1.57220
N5 -1.05872 0.49403 -2.14713
C51 -1.91346 1.59144 -2.39658
S6 -3.49086 1.48688 -3.06720
C52 -3.57350 3.19289 -3.02274
C53 -2.43636 3.70631 -2.49882
N6 -1.48765 2.78057 -2.13463
H36 -1.27054 -2.55369 -8.43128
H37 -2.93356 -2.91221 -8.21022
H38 0.14392 -1.79245 -6.62896
H39 0.32603 -1.11424 -4.29544
H40 -3.85652 -1.99169 -3.70940
H41 -4.03301 -2.66912 -6.06785
H42 -4.45204 3.71192 -3.36821
H43 -2.24142 4.75787 -2.35032


Record 2
Below is C53H44AsBrCdF6N3O4S3 as an isolated structure at a distorted geometry, with properties calculated with the ωB97M-V functional and the def2-TZVPD basis.

The energy relative to the best compared isomer or geometry (same formula, charge and spin) comes out at 204.6 kJ/mol. The LUMO energy comes out at 1.8 eV. For the energy, the calculation gives -9282.612623 a.u. Its net charge is -1.

CARTESIAN COORDINATES (ANGSTROEM)
Cd1 -0.21320 -0.02460 0.04630
S1 0.66280 2.36770 -0.64470
C1 -0.30710 3.58430 0.12720
C2 0.25440 4.84640 0.37470
C3 -0.48680 5.85550 0.94880
C4 -1.81130 5.63750 1.30240
C5 -2.37030 4.39400 1.07220
C6 -1.64880 3.36790 0.48240
As1 -2.49560 1.60150 0.26050
C7 -3.04330 1.49590 2.12550
C8 -4.22600 0.91850 2.57350
C9 -4.46090 0.74410 3.92940
C10 -3.51350 1.13410 4.86080
C11 -2.32980 1.70820 4.42520
C12 -2.09680 1.87760 3.07390
C13 -4.04900 2.36320 -0.72530
C14 -3.77950 2.59710 -2.07540
C15 -4.74810 3.08380 -2.93140
C16 -6.02170 3.34810 -2.44960
C17 -6.30420 3.11910 -1.11470
C18 -5.32980 2.62890 -0.25740
H1 1.28780 5.01530 0.10350
H2 -0.02610 6.81940 1.12590
H3 -2.39600 6.42940 1.74900
H4 -3.39960 4.20160 1.35740
H5 -4.95450 0.57420 1.85120
H6 -5.38550 0.28740 4.25700
H7 -3.68580 0.97820 5.91800
H8 -1.58670 2.02620 5.14360
H9 -1.15880 2.31640 2.74830
H10 -2.77450 2.39820 -2.44580
H11 -4.51220 3.25120 -3.97340
H12 -6.78490 3.73990 -3.10930
H13 -7.29730 3.32510 -0.73890
H14 -5.56830 2.46920 0.78660
Br1 7.44650 -6.25870 1.24440
C19 7.00990 -4.51340 1.88840
C20 5.79370 -4.29760 2.51630
C21 5.50380 -3.04560 3.01230
C22 6.44700 -1.99700 2.93550
C23 7.65660 -2.25350 2.26050
C24 7.93570 -3.49260 1.73650
N1 6.38120 -0.90090 3.73590
N2 5.38790 -0.26250 4.14700
C25 4.18550 -0.12490 3.55440
C26 3.12010 0.12980 4.43820
C27 1.81640 0.15090 4.03400
C28 1.44730 -0.01330 2.67040
O1 0.25060 -0.06880 2.29530
C29 2.55330 -0.04090 1.71490
N3 2.22860 0.11180 0.42990
C30 3.17110 0.26840 -0.47030
C31 4.52670 0.26210 -0.14140
C32 4.89320 0.05960 1.16750
C33 3.90180 -0.10670 2.14800
H15 5.07420 -5.09960 2.60730
H16 4.56130 -2.87580 3.51210
H17 8.37860 -1.45770 2.16920
H18 8.86820 -3.67470 1.22160
H19 3.36270 0.21050 5.48750
H20 1.02880 0.27540 4.76170
H21 2.82680 0.46800 -1.47670
H22 5.26860 0.44660 -0.90200
H23 5.93580 0.09360 1.45230
O2 -0.27170 -0.30270 -2.36690
S2 -0.84030 -0.62880 -3.68470
C34 0.28390 -1.94220 -4.40740
C35 0.63260 -3.04180 -3.41720
C36 2.12990 -3.38530 -3.36700
C37 2.90840 -2.50370 -2.40430
S3 2.39970 -2.59780 -0.60370
O3 0.98290 -2.22490 -0.55460
C38 2.47070 -4.41270 -0.51230
C39 3.67980 -4.97000 -0.13320
C40 3.80790 -6.34700 -0.06980
C41 2.72150 -7.15230 -0.37850
C42 1.50520 -6.58590 -0.72420
C43 1.37430 -5.20850 -0.78760
C44 -2.36620 -1.57830 -3.36460
C45 -2.69860 -2.79190 -3.93910
C46 -3.93250 -3.35990 -3.66660
C47 -4.85160 -2.68990 -2.87870
C48 -4.53280 -1.45360 -2.34340
C49 -3.28640 -0.90300 -2.57690
H24 1.15930 -1.35590 -4.69390
H25 -0.19710 -2.30800 -5.31190
H26 0.06580 -3.94770 -3.63840
H27 0.31830 -2.70670 -2.42880
H28 2.57300 -3.28450 -4.36510
H29 2.24850 -4.43040 -3.07110
H30 2.79180 -1.45040 -2.65190
H31 3.97020 -2.74850 -2.41130
H32 4.50220 -4.31390 0.11630
H33 4.74690 -6.79130 0.22460
H34 2.82090 -8.22710 -0.33830
H35 0.65450 -7.21480 -0.93900
H36 0.43700 -4.74130 -1.04080
H37 -2.00690 -3.30840 -4.58460
H38 -4.17990 -4.32400 -4.08520
H39 -5.81360 -3.13400 -2.67250
H40 -5.24770 -0.91560 -1.73990
H41 -3.01590 0.04130 -2.12390
C50 -2.29990 -2.02660 2.65960
C51 -2.53970 -2.19650 1.14290
O4 -2.20470 -1.15360 0.38470
C52 -4.05000 -2.54230 0.92360
F1 -4.78180 -1.44930 0.68310
F2 -4.27390 -3.37170 -0.11120
F3 -4.63550 -3.14490 1.98330
C53 -1.76480 -3.47060 0.71850
F4 -1.68190 -3.62970 -0.60900
F5 -0.51270 -3.47240 1.19010
F6 -2.31990 -4.61510 1.19250
H42 -3.05060 -1.36040 3.07800
H43 -1.31840 -1.57350 2.78340
H44 -2.33690 -2.98650 3.17170


Record 3
Below is a 8-piece molecular cluster, C53H47INO16 overall at a distorted geometry, with properties calculated with the ωB97M-V functional and the def2-TZVPD basis.

The LUMO energy comes out at -4.2 eV. For the energy, the calculation gives -3603.580526 a.u. Its net charge is +1.

CARTESIAN COORDINATES (ANGSTROEM)
C1 2.28873 -0.18368 3.14203
C2 2.23632 0.16199 1.68815
O1 2.86703 -0.38367 0.81743
O2 1.39724 1.18712 1.41272
C3 0.87568 1.23439 0.07480
C4 -0.62484 1.44583 0.15590
N1 -1.25669 0.51285 1.09045
C5 -2.11903 0.84637 1.97676
C6 -2.45118 -0.25068 2.92773
C7 -2.02729 0.21156 4.35860
C8 -2.32726 1.68857 4.63127
C9 -1.12689 2.61680 4.37095
I1 -3.08782 1.99860 6.61346
C10 -1.57718 -1.41894 2.41327
C11 -0.97393 -0.93301 1.08485
H1 1.80168 0.56569 3.76758
H2 3.33841 -0.27169 3.43851
H3 1.81521 -1.16069 3.27846
H4 1.27836 2.11511 -0.42897
H5 1.16040 0.33650 -0.47339
H6 -1.06562 1.35309 -0.83981
H7 -0.82374 2.45792 0.52401
H8 -2.48278 1.87107 2.02794
H9 -3.51539 -0.50673 2.91226
H10 -0.95245 0.02364 4.47565
H11 -2.53095 -0.43300 5.08410
H12 -3.17862 2.02537 4.03856
H13 -0.39097 2.12356 3.71748
H14 -0.61801 2.91502 5.28745
H15 -1.45434 3.52048 3.84250
H16 -2.10219 -2.35436 2.22575
H17 -0.79603 -1.65361 3.13810
H18 -1.52271 -1.34582 0.22827
H19 0.06742 -1.19672 0.89863
C12 -5.95423 3.66310 1.71016
C13 -7.14677 4.15794 2.02835
C14 -7.42670 4.66266 3.40014
O3 -8.51022 5.10549 3.69385
C15 -6.31944 4.59943 4.39059
C16 -5.12376 4.11160 4.06925
C17 -4.85901 3.59746 2.70381
O4 -3.77989 3.10729 2.39996
H20 -5.72702 3.28197 0.72261
H21 -7.96555 4.21469 1.32271
H22 -6.54567 4.97734 5.37953
H23 -4.31732 4.07007 4.79353
C18 1.36867 -5.21515 -1.44694
C19 1.08347 -4.30563 -0.52039
C20 0.12611 -4.60655 0.57025
O5 -0.13306 -3.76815 1.41939
C21 -0.50093 -5.94394 0.60466
C22 -0.21815 -6.85793 -0.31817
C23 0.74001 -6.56505 -1.41321
O6 1.00733 -7.38866 -2.25840
H24 2.06468 -5.03188 -2.25578
H25 1.53781 -3.32174 -0.51148
H26 -1.19499 -6.12851 1.41219
H27 -0.66410 -7.84305 -0.31982
C24 6.67663 -9.30556 -4.18478
C25 5.77755 -8.97798 -5.10830
C26 4.41224 -8.52939 -4.73073
O7 3.59650 -8.22311 -5.57194
C27 4.08532 -8.46381 -3.28191
C28 4.98755 -8.79066 -2.36072
C29 6.35413 -9.23551 -2.73630
O8 7.17283 -9.52765 -1.89350
H28 7.67770 -9.63437 -4.43288
H29 5.98824 -9.01811 -6.16934
H30 3.08342 -8.13781 -3.02998
H31 4.77848 -8.75418 -1.29879
C30 5.05919 5.61161 1.88377
C31 5.88149 4.89270 1.12452
C32 5.54855 3.50152 0.72515
O9 6.28719 2.84793 0.02365
C33 4.25910 2.93807 1.20946
C34 3.44221 3.65685 1.97251
C35 3.77419 5.05049 2.36653
O10 3.01172 5.69394 3.05450
H32 5.27671 6.62896 2.18149
H33 6.82213 5.27917 0.75447
H34 4.03384 1.92645 0.89554
H35 2.49520 3.27747 2.33421
C36 0.10482 3.97361 -4.11142
C37 -0.52247 4.66538 -5.05862
C38 -1.69180 5.52479 -4.73248
O11 -2.27758 6.14681 -5.58532
C39 -2.11585 5.59649 -3.30542
C40 -1.47096 4.91867 -2.36013
C41 -0.31348 4.05678 -2.69657
O12 0.31127 3.47051 -1.83019
H36 0.96015 3.34365 -4.32113
H37 -0.22021 4.64043 -6.09757
H38 -2.96055 6.23944 -3.09324
H39 -1.74392 4.97352 -1.31312
C42 -5.47600 -7.39619 -0.70878
C43 -6.61988 -6.92783 -1.20063
C44 -6.76845 -5.49928 -1.58071
O13 -7.80477 -5.06300 -2.02373
C45 -5.58634 -4.61373 -1.39406
C46 -4.44561 -5.08373 -0.90026
C47 -4.30196 -6.51150 -0.51806
O14 -3.25548 -6.93063 -0.06871
H40 -5.34259 -8.43194 -0.42425
H41 -7.49176 -7.55187 -1.34826
H42 -5.72028 -3.57989 -1.68624
H43 -3.56881 -4.46375 -0.75678
C48 4.45196 4.51529 -2.08521
C49 4.11285 4.45167 -3.36921
C50 3.48279 5.60632 -4.06060
O15 3.14240 5.52919 -5.22109
C51 3.25692 6.84171 -3.26750
C52 3.59605 6.90617 -1.98224
C53 4.21450 5.74575 -1.28710
O16 4.50626 5.79635 -0.11268
H44 4.90831 3.68625 -1.55825
H45 4.26985 3.56533 -3.97111
H46 2.79880 7.66906 -3.79470
H47 3.43785 7.79143 -1.37952


Record 4
Below is C53H48AsN8O3S3Zn as an isolated structure, with properties calculated with the ωB97M-V functional and the def2-TZVPD basis.

The energy relative to the best compared isomer or geometry (same formula, charge and spin) comes out at 96.3 kJ/mol. The LUMO energy comes out at -2.8 eV. For the energy, the calculation gives -7921.864633 a.u. Its net charge is +1.

CARTESIAN COORDINATES (ANGSTROEM)
Zn1 0.35524 0.07572 0.42315
N1 -0.47228 -1.85747 1.27407
C1 -1.76267 -2.17944 0.77297
C2 -2.69574 -2.89143 1.46961
C3 -3.95202 -3.18548 0.89535
C4 -4.24653 -2.78473 -0.37480
C5 -3.31006 -2.01726 -1.10808
C6 -3.55518 -1.53714 -2.41623
C7 -2.61715 -0.76720 -3.03629
C8 -1.44367 -0.43166 -2.33605
N2 -1.17980 -0.84150 -1.11850
C9 -2.07689 -1.67821 -0.51634
H1 -0.38368 -2.02088 2.26923
H2 0.25665 -2.38354 0.79982
H3 -2.46159 -3.25679 2.46327
H4 -4.67188 -3.75586 1.46717
H5 -5.19352 -3.03859 -0.83438
H6 -4.48363 -1.79724 -2.91071
H7 -2.75600 -0.40184 -4.04461
H8 -0.70583 0.20126 -2.81453
S1 2.09449 3.20010 -2.59804
C10 1.07447 2.10775 -1.76716
N3 1.55380 1.57092 -0.68827
C11 2.84985 2.03481 -0.44293
C12 3.66443 1.67968 0.62981
C13 4.91524 2.24710 0.72958
C14 5.36840 3.17078 -0.22174
C15 4.57814 3.52757 -1.29629
C16 3.31500 2.94730 -1.39428
H9 0.06894 1.92480 -2.11879
H10 3.32850 0.96367 1.36437
H11 5.54638 1.96046 1.56195
H12 6.35455 3.60569 -0.12152
H13 4.92248 4.23865 -2.03661
C17 3.49927 -6.15551 -0.69036
C18 3.82069 -5.45094 -1.84511
C19 3.42293 -4.13078 -1.98877
C20 2.70395 -3.50901 -0.97303
C21 2.39887 -4.21125 0.18562
C22 2.78634 -5.53724 0.32489
As1 2.13087 -1.66144 -1.17874
C23 1.46831 -1.78756 -3.00616
C24 0.43084 -2.57179 -3.48390
C25 0.08188 -2.50652 -4.82615
C26 0.75616 -1.63438 -5.67651
C27 1.81706 -0.87201 -5.20691
C28 2.20091 -0.96953 -3.87160
C29 3.42303 -0.38302 -3.26952
C30 4.37365 0.37563 -3.94437
C31 5.55395 0.72938 -3.30534
C32 5.79759 0.32437 -1.99800
C33 4.84375 -0.40816 -1.30252
C34 3.66038 -0.74943 -1.93887
H14 3.81500 -7.18497 -0.57938
H15 4.37998 -5.93129 -2.63711
H16 3.67047 -3.58362 -2.89091
H17 1.88721 -3.71453 1.00288
H18 2.55101 -6.07751 1.23339
H19 -0.10051 -3.24275 -2.81627
H20 -0.71287 -3.13338 -5.21141
H21 0.47376 -1.57461 -6.72041
H22 2.36403 -0.23436 -5.89146
H23 4.20651 0.67263 -4.97300
H24 6.29879 1.30746 -3.83885
H25 6.73328 0.57842 -1.51590
H26 5.02381 -0.71960 -0.27914
N4 2.97316 -5.32285 6.91643
C35 3.17857 -4.45272 5.87295
C36 2.28467 -4.41103 4.79313
C37 2.47122 -3.50868 3.76683
C38 3.54837 -2.63037 3.79645
C39 4.44463 -2.66402 4.85888
C40 4.26371 -3.56835 5.88584
S2 3.80816 -1.47891 2.49249
O1 4.67445 -0.44577 3.01581
O2 4.24064 -2.18148 1.31279
N5 2.34684 -0.88515 2.12526
C41 1.72323 0.00160 2.91105
S3 2.11029 0.52142 4.53468
C42 0.68111 1.49872 4.56327
C43 0.04001 1.41891 3.38662
N6 0.62979 0.60404 2.43526
H27 2.32651 -6.08020 6.79633
H28 3.72192 -5.48378 7.56484
H29 1.44495 -5.09693 4.77429
H30 1.78205 -3.48316 2.93136
H31 5.27149 -1.96557 4.87108
H32 4.96218 -3.59423 6.71408
H33 0.40706 2.06173 5.44120
H34 -0.89053 1.91539 3.15401
C44 1.90435 4.90320 1.75144
C45 1.04581 5.46152 0.62170
N7 -0.16992 6.10527 1.10396
C46 -0.06043 7.49131 1.58338
C47 0.00827 7.61724 3.10040
C48 -1.39303 5.54141 1.20525
O3 -2.34090 6.15834 1.67435
C49 -1.68888 4.13135 0.71706
C50 -3.01017 3.94699 0.31008
C51 -3.44909 2.69198 -0.04974
C52 -2.55643 1.63823 0.01325
N8 -1.28307 1.78163 0.38915
C53 -0.86620 3.01296 0.73650
H35 2.77143 4.38011 1.35394
H36 1.33586 4.21097 2.37894
H37 2.26221 5.71139 2.39006
H38 0.79012 4.69426 -0.10816
H39 1.61425 6.21597 0.07713
H40 -0.92675 8.03934 1.21768
H41 0.83308 7.91360 1.12407
H42 -0.88372 7.18901 3.55439
H43 0.05725 8.67229 3.37449
H44 0.88869 7.11986 3.50879
H45 -3.67390 4.80015 0.31366
H46 -4.47321 2.52263 -0.35312
H47 -2.88261 0.63961 -0.23261
H48 0.15852 3.06614 1.07982